Below is one molecule with the formula C6H9NO2 at a distorted geometry, with properties calculated with wB97M-V/def2-TZVPD.

Strongest force on any atom in eV Å⁻¹: 3.973
Structure (SMILES): NC(=O)[C@@H]1C[C@@H]1CC=O
Energy above the lowest of the compared OMol25 structures with the same formula, charge and spin in kcal per mole: 45.8
DFT total energy in Ha: -439.20338
Frontier orbital gap in eV: 10.456
E_LUMO in eV: 0.65

```
! RIJCOSX wB97M-V def2-TZVPD def2/J DEFGRID3
* xyz 0 1
N 2.33 0.91 1.00
C 1.75 0.54 -0.15
O 2.58 -0.04 -0.89
C 0.45 1.07 -0.63
C -0.73 1.29 0.27
C -0.74 0.14 -0.68
C -0.65 -1.29 -0.18
C -2.01 -1.87 0.08
O -2.35 -2.98 -0.25
H 1.70 1.00 1.80
H 3.37 0.51 0.76
H 0.56 1.73 -1.49
H -1.36 2.15 0.06
H -0.63 1.06 1.34
H -1.36 0.26 -1.58
H -0.12 -1.31 0.79
H -0.10 -1.93 -0.88
H -2.71 -1.21 0.64
*
```

These are the natural (NBO) partial charges, in e, on atoms 1 to 4: N -0.84; C 0.64; O -0.65; C -0.32

Below is C15H17NNiS2 as an isolated structure at a distorted geometry, with properties calculated with wB97M-V/def2-TZVPD.

Strongest force on any atom in eV Å⁻¹: 4.114
Energy above the lowest of the compared OMol25 structures with the same formula, charge and spin in kcal per mole: 28.1
DFT total energy in Ha: -2941.03813
Frontier orbital gap (spin up / spin down) in eV: 7.761 / 7.918
⟨S²⟩: 2.014
E_LUMO (spin up / spin down) in eV: 0.46 / -0.05

```
! RIJCOSX wB97M-V def2-TZVPD def2/J DEFGRID3
* xyz 0 3
C -2.01 -0.79 -2.32
C 1.36 -0.59 -2.23
C -1.00 0.28 -2.05
H -2.51 -1.08 -1.38
C 1.52 0.77 -1.71
H 2.39 -0.96 -2.45
H -0.71 0.69 -3.03
H 2.51 1.19 -1.91
C -0.92 1.32 -1.04
H -1.10 0.99 0.01
H -1.64 2.14 -1.25
C -0.94 -1.89 -2.72
H -1.34 -2.58 -3.48
H -0.72 -2.46 -1.81
C 0.43 -1.31 -3.21
H 0.29 -0.69 -4.10
H 1.02 -2.18 -3.53
C 0.55 1.85 -1.24
H 0.52 2.66 -1.99
H 0.91 2.29 -0.30
Ni 1.51 -0.50 -0.48
H -2.80 -0.61 -3.04
S 1.39 -2.59 -0.07
C 1.10 -1.65 1.29
N 1.20 -0.30 1.38
C 0.75 0.21 2.60
C 0.55 1.56 2.91
C -0.19 1.88 4.04
C -0.72 0.88 4.87
C -0.49 -0.47 4.58
C 0.25 -0.80 3.45
S 0.45 -2.37 2.75
H 0.98 2.33 2.27
H -0.38 2.92 4.30
H -1.33 1.14 5.73
H -0.90 -1.28 5.18
*
```

These are the natural (NBO) partial charges, in e, on atoms 1 to 4: C -0.48; C -0.37; C -0.05; H 0.20

Below is one molecule with the formula C29H50O, with properties calculated with wB97M-V/def2-TZVPD.

Strongest force on any atom in eV Å⁻¹: 0.595
Structure (SMILES): CC[C@H](CC[C@@H](C)[C@H]1CC[C@H]2[C@@H]3CC=C4C[C@@H](O)CC[C@]4(C)[C@H]3CC[C@]12C)C(C)C
Energy above the lowest of the compared OMol25 structures with the same formula, charge and spin in kcal per mole: 0.0
DFT total energy in Ha: -1210.29057
Frontier orbital gap in eV: 9.623
E_LUMO in eV: 0.75

```
! RIJCOSX wB97M-V def2-TZVPD def2/J DEFGRID3
* xyz 0 1
C -7.20 -2.15 -0.93
C -5.97 -1.56 -0.24
C -6.03 -0.02 -0.13
C -4.74 0.61 -0.70
C -3.49 0.32 0.13
C -2.19 0.69 -0.59
C -2.05 2.21 -0.64
C -1.00 0.01 0.11
C -1.13 -1.53 0.11
C 0.30 -2.11 0.01
C 1.19 -0.90 0.24
C 2.66 -1.01 -0.14
C 3.31 -2.15 0.65
C 4.80 -2.07 0.61
C 5.50 -1.01 0.23
C 7.01 -1.07 0.20
C 7.63 0.09 0.98
O 9.04 0.03 0.98
C 7.10 1.41 0.40
C 5.58 1.45 0.51
C 4.86 0.29 -0.21
C 5.04 0.44 -1.73
C 3.37 0.31 0.20
C 2.61 1.51 -0.39
C 1.12 1.54 -0.02
C 0.43 0.25 -0.45
C 0.43 0.12 -1.98
C -6.34 0.44 1.31
C -7.69 -0.09 1.78
C -6.35 1.97 1.42
H -7.11 -3.24 -0.98
H -8.11 -1.91 -0.39
H -7.29 -1.77 -1.94
H -5.85 -2.00 0.75
H -5.09 -1.84 -0.83
H -6.85 0.33 -0.76
H -4.89 1.68 -0.80
H -4.60 0.21 -1.70
H -3.53 0.87 1.07
H -3.48 -0.74 0.38
H -2.25 0.31 -1.62
H -1.26 2.52 -1.32
H -1.83 2.60 0.35
H -2.97 2.66 -0.99
H -1.00 0.36 1.15
H -1.61 -1.88 1.02
H -1.73 -1.86 -0.74
H 0.46 -2.89 0.75
H 0.49 -2.54 -0.97
H 1.16 -0.67 1.32
H 2.76 -1.23 -1.20
H 2.99 -3.11 0.26
H 2.99 -2.10 1.70
H 5.32 -2.97 0.93
H 7.35 -2.02 0.63
H 7.37 -1.03 -0.83
H 7.35 0.02 2.04
H 9.35 0.10 0.07
H 7.42 1.50 -0.64
H 7.53 2.24 0.96
H 5.23 2.40 0.10
H 5.31 1.43 1.57
H 6.06 0.23 -2.03
H 4.40 -0.27 -2.26
H 4.79 1.44 -2.06
H 3.34 0.41 1.29
H 2.69 1.50 -1.48
H 3.07 2.44 -0.03
H 0.68 2.42 -0.48
H 1.02 1.65 1.06
H -0.17 -0.73 -2.29
H 0.01 1.01 -2.43
H 1.43 -0.02 -2.37
H -5.56 0.05 1.97
H -7.90 0.26 2.79
H -8.48 0.26 1.13
H -7.70 -1.18 1.80
H -5.37 2.40 1.26
H -6.68 2.26 2.42
H -7.04 2.40 0.70
*
```

These are the natural (NBO) partial charges, in e, on atoms 1 to 4: C -0.60; C -0.40; C -0.21; C -0.38

Below is an isolated ion of composition C3H7NO3 and charge +1 at a distorted geometry, with properties calculated with wB97M-V/def2-TZVPD.

Strongest force on any atom in eV Å⁻¹: 3.674
Energy above the lowest of the compared OMol25 structures with the same formula, charge and spin in kcal per mole: 28.2
DFT total energy in Ha: -398.62514
Frontier orbital gap (spin up / spin down) in eV: 11.993 / 5.763
⟨S²⟩: 0.758
E_LUMO (spin up / spin down) in eV: -3.90 / -9.68

```
! RIJCOSX wB97M-V def2-TZVPD def2/J DEFGRID3
* xyz 1 2
O 1.70 0.25 1.74
C 0.89 0.65 1.00
O 0.83 1.85 0.36
C -0.28 -0.24 0.32
C 0.41 -0.79 -0.95
O -0.28 -1.98 -1.34
N -1.56 0.31 0.08
H 1.57 2.33 0.75
H -0.44 -1.11 0.97
H 1.41 -1.12 -0.67
H 0.32 -0.05 -1.75
H -1.13 -1.97 -0.88
H -1.97 0.75 0.92
H -1.46 1.11 -0.55
*
```

These are the natural (NBO) partial charges, in e, on atoms 1 to 4: O -0.36; C 0.82; O -0.64; C -0.18

Below is a 3-piece molecular cluster, C2H9NO3 overall at a distorted geometry, with properties calculated with wB97M-V/def2-TZVPD.

Strongest force on any atom in eV Å⁻¹: 5.727
Structure (SMILES): CC(N)=O.O.O
Energy above the lowest of the compared OMol25 structures with the same formula, charge and spin in kcal per mole: 46.4
DFT total energy in Ha: -362.04085
Frontier orbital gap in eV: 10.444
E_LUMO in eV: 0.61

```
! RIJCOSX wB97M-V def2-TZVPD def2/J DEFGRID3
* xyz 0 1
C -1.00 -0.40 2.17
C -0.49 -0.10 0.76
N 0.81 -0.09 0.52
O -1.24 -0.27 -0.20
H -0.17 -0.76 2.76
H -1.37 -1.36 1.91
H -1.66 0.40 2.40
H 1.26 -0.05 -0.42
H 1.58 -0.49 1.14
O 1.67 -2.03 -1.69
H 1.01 -1.43 -1.42
H 1.30 -2.90 -1.82
O -0.64 2.96 -2.29
H -0.11 3.73 -2.36
H -0.96 2.80 -1.47
*
```

These are the natural (NBO) partial charges, in e, on atoms 1 to 4: C -0.71; C 0.66; N -0.82; O -0.64

Below is one molecule with the formula C10H13N3O2 at a distorted geometry, with properties calculated with wB97M-V/def2-TZVPD.

Strongest force on any atom in eV Å⁻¹: 4.572
Structure (SMILES): CCO[C@](C)(O)n1ccc2ncncc21
Energy above the lowest of the compared OMol25 structures with the same formula, charge and spin in kcal per mole: 39.7
DFT total energy in Ha: -703.54915
Frontier orbital gap in eV: 9.274
E_LUMO in eV: 0.54

```
! RIJCOSX wB97M-V def2-TZVPD def2/J DEFGRID3
* xyz 0 1
C -2.00 -1.42 2.81
C -1.41 -0.83 1.57
O -0.05 -0.67 1.76
C 0.74 0.32 1.12
C 2.23 0.18 1.58
O 0.22 1.56 1.28
N 0.60 0.06 -0.36
C 1.01 -1.19 -0.79
C 0.88 -1.34 -2.15
C 0.35 -0.08 -2.61
N 0.11 0.37 -3.81
C -0.36 1.59 -3.90
N -0.65 2.38 -2.87
C -0.38 1.95 -1.66
C 0.11 0.70 -1.46
H -1.23 -2.20 3.01
H -2.05 -0.80 3.68
H -2.91 -1.89 2.73
H -1.98 0.17 1.53
H -1.59 -1.43 0.70
H 2.88 0.63 0.87
H 2.39 0.56 2.53
H 2.55 -0.93 1.41
H -0.68 1.54 1.64
H 1.31 -1.86 -0.04
H 0.84 -2.17 -2.80
H -0.30 2.13 -4.84
H -0.61 2.65 -0.94
*
```

These are the natural (NBO) partial charges, in e, on atoms 1 to 4: C -0.62; C -0.06; O -0.56; C 0.72

Below is one molecule with the formula CH6NO3P at a distorted geometry, with properties calculated with wB97M-V/def2-TZVPD.

Strongest force on any atom in eV Å⁻¹: 5.966
Structure (SMILES): NC=P(O)(O)O
Energy above the lowest of the compared OMol25 structures with the same formula, charge and spin in kcal per mole: 45.0
DFT total energy in Ha: -663.49257
Frontier orbital gap in eV: 8.042
E_LUMO in eV: 0.29

```
! RIJCOSX wB97M-V def2-TZVPD def2/J DEFGRID3
* xyz 0 1
N 2.17 0.26 0.29
C 1.17 -0.58 0.09
P -0.59 0.06 0.10
O -1.34 -1.21 -0.54
O -0.72 1.03 -1.16
O -1.80 0.63 1.08
H 2.34 0.72 1.19
H 2.14 0.97 -0.47
H 1.26 -1.39 1.12
H -0.48 -1.59 -0.92
H -1.60 1.03 -1.56
H -2.57 0.08 0.78
*
```

These are the natural (NBO) partial charges, in e, on atoms 1 to 4: N -0.82; C -0.57; P 1.96; O -1.02

Below is a 2-piece molecular cluster, C2H6N2 overall at a distorted geometry, with properties calculated with wB97M-V/def2-TZVPD.

Strongest force on any atom in eV Å⁻¹: 2.261
Structure (SMILES): C=N.C=N
Energy above the lowest of the compared OMol25 structures with the same formula, charge and spin in kcal per mole: 72.5
DFT total energy in Ha: -189.21402
Frontier orbital gap in eV: 10.674
E_LUMO in eV: 1.12

```
! RIJCOSX wB97M-V def2-TZVPD def2/J DEFGRID3
* xyz 0 1
C -4.26 4.19 3.60
N -3.63 3.60 4.54
H -5.22 3.82 3.24
H -3.71 5.04 3.20
H -3.73 2.59 4.41
C 3.85 -4.14 -3.74
N 4.51 -3.35 -4.46
H 2.86 -4.41 -4.11
H 3.99 -4.38 -2.68
H 5.33 -2.96 -4.00
*
```

These are the natural (NBO) partial charges, in e, on atoms 1 to 4: C -0.04; N -0.63; H 0.15; H 0.17